[1]
{
  "formula": "C3H5NO2S",
  "method": "ωB97M-V/def2-TZVPD",
  "symbols": ["O", "C", "O", "N", "C", "C", "S", "H", "H", "H", "H", "H"],
  "coordinates": [[2.573633, -0.521488, -0.046668], [1.688874, -1.200177, 0.527894], [1.822531, -1.998906, 1.504675], [0.330953, -0.999469, 0.157581], [-0.122684, 0.158655, -0.554937], [-1.198881, 1.072358, 0.121244], [-2.426406, 1.792500, -1.126067], [-0.436924, -1.531908, 0.514297], [0.618463, 0.908266, -0.898904], [-0.459831, -0.155381, -1.580021], [-1.691221, 0.501270, 0.911655], [-0.698506, 1.974281, 0.469251]],
  "forces_ev_per_a": [[-0.3, -0.3, -0.1], [-0.4, 0.1, 1.5], [0.4, -0.4, -0.4], [0.6, 1.3, -0.7], [-0.6, 1.2, -2.4], [-0.2, -0.2, -1.4], [0.2, -0.4, 0.6], [0.4, -0.4, 0.6], [0.6, -1.0, 0.8], [-0.6, 0.1, 0.8], [-0.1, 0.3, 0.1], [0.0, -0.3, 0.7]],
  "lowdin_charge": [-0.112, -0.816, -0.166, 0.000, -0.360, -0.718, -0.106, 0.096, 0.097, 0.067, 0.019, -0.001],
  "homo_lumo_gap_ha": 0.2147,
  "total_charge": -2,
  "lumo_ev": 6.151,
  "smiles": "O=C([O-])NCC[S-]",
  "spin_multiplicity": 1
}

---

[2]
{
  "formula": "C6H9NS",
  "method": "ωB97M-V/def2-TZVPD",
  "symbols": ["C", "C", "C", "C", "S", "N", "C", "C", "H", "H", "H", "H", "H", "H", "H", "H", "H"],
  "coordinates": [[1.582830, -1.730624, -0.067281], [0.366309, -0.825854, -0.077839], [-0.954983, -1.284630, -0.050744], [-1.746991, -0.152695, 0.048785], [-3.521816, -0.103504, -0.197794], [-1.004501, 0.980955, -0.046331], [0.332423, 0.651413, -0.170947], [1.259348, 1.841492, -0.088326], [1.601961, -2.479419, -0.863833], [2.523494, -0.985114, -0.236054], [1.880421, -2.317902, 0.935257], [-1.367896, -2.281984, -0.074980], [-3.943031, 0.245477, 1.017304], [-1.446766, 1.877665, 0.262313], [1.236470, 2.247905, -1.061432], [0.879236, 2.589553, 0.644264], [2.323494, 1.727261, 0.027633]],
  "forces_ev_per_a": [[3.1, 1.5, 1.2], [1.3, 2.0, -0.4], [-0.9, 1.4, 0.5], [-1.7, -0.9, -0.5], [0.6, 0.0, -0.2], [-0.3, 0.3, 0.4], [-0.4, -2.5, 2.0], [-0.4, -0.3, 0.3], [-0.1, 0.2, 0.0], [-1.9, -2.0, 0.3], [-1.2, 1.5, -2.0], [0.3, 0.0, 0.0], [0.1, 0.0, 0.3], [1.1, -1.1, -0.8], [-0.3, 1.1, -1.2], [0.3, -0.5, -0.5], [0.3, -0.8, 0.7]],
  "lowdin_charge": [-0.086, -0.245, -0.087, -0.688, 0.750, 0.017, -0.215, -0.037, 0.053, 0.106, 0.108, 0.109, -0.167, 0.174, 0.056, 0.089, 0.065],
  "homo_lumo_gap_ha": 0.3142,
  "lumo_ev": 0.789,
  "smiles": "Cc1cc(S)[nH]c1C",
  "spin_multiplicity": 1
}

---

[3]
{
  "formula": "C42H67AsNP2SSiTl",
  "method": "ωB97M-V/def2-TZVPD",
  "symbols": ["Tl", "C", "Si", "C", "C", "C", "C", "C", "C", "P", "C", "C", "C", "C", "C", "C", "C", "C", "C", "C", "C", "C", "C", "C", "C", "C", "C", "C", "P", "C", "C", "C", "C", "C", "C", "C", "C", "C", "C", "C", "C", "H", "H", "H", "H", "H", "H", "H", "H", "H", "H", "H", "H", "H", "H", "H", "H", "H", "H", "H", "H", "H", "H", "H", "H", "H", "H", "H", "H", "H", "H", "H", "H", "H", "H", "H", "H", "H", "H", "H", "H", "H", "H", "H", "H", "H", "H", "H", "H", "H", "H", "H", "H", "H", "H", "H", "C", "As", "C", "C", "S", "H", "H", "H", "H", "H", "H", "H", "H", "H", "C", "C", "N", "H", "H", "H"],
  "coordinates": [[12.048231, 12.198903, 9.317527], [15.701662, 11.443415, 9.051225], [14.632327, 12.876885, 9.626623], [15.014900, 14.308704, 8.517842], [16.302747, 14.403008, 7.962081], [16.560814, 15.247173, 6.831034], [15.579404, 16.090115, 6.360930], [14.324817, 16.134498, 7.021716], [14.036945, 15.249184, 8.059629], [12.475758, 15.409260, 8.949724], [12.774672, 17.127988, 9.671390], [11.480066, 17.762645, 10.269405], [11.662698, 18.501409, 11.600537], [12.966517, 19.339890, 11.519321], [14.173194, 18.370848, 11.383737], [13.830212, 17.003560, 10.757563], [11.203324, 15.549705, 7.543946], [10.998219, 16.854419, 6.763138], [9.523861, 17.273393, 6.614879], [8.661885, 16.088481, 6.129145], [8.747643, 14.860154, 7.086280], [9.880526, 14.998455, 8.160196], [15.112701, 13.358284, 11.391294], [16.258265, 14.121109, 11.685161], [16.497910, 14.592929, 12.994843], [15.667258, 14.155162, 14.017509], [14.609117, 13.302175, 13.781378], [14.277856, 12.913223, 12.473347], [12.731380, 12.103242, 12.013445], [11.248056, 12.806959, 12.927505], [10.820249, 14.239103, 12.484303], [9.586161, 14.706369, 13.311330], [9.903620, 14.810069, 14.817308], [11.181573, 14.003434, 15.215812], [11.227648, 12.665281, 14.486264], [12.897739, 10.257756, 12.454424], [12.729288, 9.762265, 13.897683], [13.951672, 9.906295, 14.825955], [15.109536, 9.107804, 14.166411], [15.455057, 9.698067, 12.778029], [14.202761, 9.627258, 11.883592], [16.734999, 11.534935, 9.414662], [15.715470, 11.448264, 7.954700], [15.352552, 10.437439, 9.356628], [17.085779, 13.759903, 8.366103], [17.515803, 15.062838, 6.336111], [15.742874, 16.810004, 5.536322], [13.590603, 16.872311, 6.669199], [13.204665, 17.773800, 8.882838], [10.668240, 17.010289, 10.400145], [11.114598, 18.505703, 9.545795], [11.752470, 17.854436, 12.469360], [10.810247, 19.159520, 11.785995], [13.129203, 19.977439, 12.409400], [12.947599, 19.988775, 10.625029], [14.592402, 18.177555, 12.355421], [14.952356, 18.848582, 10.770085], [13.446534, 16.308582, 11.496367], [14.730081, 16.513808, 10.348643], [11.563502, 14.796516, 6.839138], [11.375671, 16.636494, 5.785161], [11.607631, 17.669077, 7.188114], [9.408320, 18.156056, 5.945277], [9.171513, 17.530119, 7.599429], [8.989780, 15.736395, 5.144205], [7.609081, 16.385892, 6.038009], [8.973679, 13.963852, 6.497136], [7.803545, 14.693552, 7.610926], [10.072087, 14.017099, 8.601812], [9.540359, 15.665604, 8.965807], [16.889209, 14.444061, 10.857912], [17.345380, 15.246472, 13.163979], [15.823167, 14.503068, 15.031666], [14.032001, 12.968205, 14.657180], [10.461662, 12.115520, 12.498094], [10.597541, 14.286912, 11.421114], [11.625206, 14.962333, 12.649556], [8.821323, 13.907283, 13.167792], [9.208925, 15.648995, 12.921205], [9.065147, 14.486589, 15.438151], [10.111125, 15.852557, 15.091346], [11.119803, 13.811902, 16.296525], [12.099871, 14.565979, 15.003574], [10.328751, 12.089692, 14.748254], [12.098580, 12.051117, 14.796446], [12.072850, 9.825580, 11.879200], [12.570424, 8.686476, 13.831690], [11.827526, 10.172513, 14.349123], [13.763124, 9.454410, 15.821738], [14.271578, 10.956189, 14.944528], [14.780323, 8.071328, 14.064799], [16.008653, 9.066343, 14.778979], [16.261469, 9.138422, 12.356707], [15.826139, 10.716710, 12.935270], [14.006409, 8.590439, 11.684730], [14.382133, 10.071605, 10.900826], [8.886953, 8.825942, 9.367682], [8.425952, 10.476634, 8.378632], [6.545212, 10.304558, 7.854003], [9.516561, 10.664249, 6.719319], [9.000255, 12.070513, 9.667872], [8.398893, 7.965949, 8.859211], [8.513411, 8.974298, 10.399839], [9.975990, 8.677201, 9.410335], [6.448187, 9.594331, 7.040717], [6.280189, 11.316226, 7.524068], [5.937045, 9.955847, 8.713343], [9.096710, 9.969699, 5.972474], [10.518937, 10.315876, 6.997807], [9.573113, 11.682232, 6.365861], [13.576993, 7.207788, 7.951912], [13.039579, 8.484257, 8.295359], [12.665015, 9.556931, 8.512519], [13.538036, 6.504888, 8.786680], [14.616817, 7.261656, 7.604845], [12.963227, 6.791027, 7.122384]],
  "forces_ev_per_a": [[0.4, 0.4, -0.6], [0.9, -0.5, 0.0], [-1.0, -0.5, 0.3], [0.9, 1.4, -0.9], [-0.7, 0.7, -1.2], [0.3, -1.5, 1.2], [-0.8, 0.8, 0.1], [0.9, -0.1, -0.4], [0.9, -0.1, -0.3], [-0.6, 0.3, 0.2], [-0.4, 0.1, -0.2], [-0.6, -0.3, -0.2], [0.9, 1.0, -0.2], [0.1, -0.5, -0.1], [0.0, 0.0, -0.6], [0.3, -0.1, -0.2], [-0.5, -0.5, 1.2], [-0.1, 0.4, 0.2], [0.1, -0.5, -0.4], [0.0, -0.3, 0.2], [0.9, 0.3, 0.6], [-0.2, 0.4, -0.9], [0.0, -0.4, 1.0], [-0.6, 0.4, 0.7], [-0.1, -0.7, -1.2], [0.4, 0.4, 0.3], [-0.5, -0.3, 0.0], [0.9, 1.2, 0.0], [-0.6, -0.6, -0.1], [-0.5, -0.5, 0.0], [0.1, 0.1, 0.7], [0.2, -1.4, -0.1], [1.1, 0.2, 0.1], [-0.7, -0.1, 0.0], [0.3, -0.4, -0.3], [0.5, 0.1, 0.4], [-0.1, 0.1, 0.5], [0.7, -0.4, -0.4], [-0.1, 0.6, -0.2], [-1.2, 0.2, 1.1], [0.1, 1.3, -0.4], [0.0, -0.1, -0.2], [0.1, 0.0, 0.1], [0.1, 0.7, -0.1], [0.0, 0.1, -0.4], [-0.2, 0.6, 0.0], [0.1, -0.7, 0.4], [0.3, -0.4, 0.3], [-0.3, -0.1, 0.2], [0.5, 0.3, -0.2], [-0.1, -0.2, 0.1], [-0.1, -0.4, 0.0], [-0.1, -0.1, -0.1], [-0.3, -0.2, -0.5], [-0.2, -0.1, 0.4], [0.3, 0.0, 0.5], [-0.1, -0.1, 0.2], [-0.1, -0.1, 0.4], [-0.2, 0.3, 0.2], [0.0, -0.2, 0.1], [0.4, 0.3, -0.8], [-0.3, -0.1, -0.2], [0.2, -0.6, 0.5], [-0.3, 0.5, 0.4], [0.0, 0.4, 0.0], [0.3, 0.1, -0.1], [-0.2, 0.0, 0.1], [0.0, -0.1, -0.1], [-0.1, 0.4, -0.1], [0.1, -0.1, -0.1], [0.0, 0.0, 0.2], [-0.1, 0.0, 0.2], [0.1, 0.0, 0.0], [0.1, 0.2, -0.6], [0.6, 0.6, 0.4], [0.0, -0.2, -0.2], [0.2, -0.1, 0.0], [0.2, 0.7, 0.0], [-0.1, 0.0, -0.1], [0.0, -0.1, -0.1], [-0.2, -0.1, -0.1], [0.3, 0.1, -0.2], [-0.2, 0.0, 0.1], [0.2, 0.1, 0.1], [-0.6, 0.6, 0.1], [-0.1, 0.1, 0.0], [-0.2, -0.3, -0.1], [0.0, 0.0, 0.0], [-0.2, 0.5, -0.5], [-0.2, -0.4, 0.1], [0.0, -0.1, -0.1], [0.0, 0.2, 0.2], [0.5, -0.4, -0.5], [-0.2, 0.0, -0.2], [-0.2, -0.8, 0.0], [0.1, 0.0, 0.2], [-0.4, -0.2, -0.6], [1.2, 1.0, 1.0], [0.3, 0.1, 0.5], [-0.5, -1.6, 0.5], [-2.0, -0.9, -0.2], [0.3, 0.4, 0.5], [0.1, -0.1, -0.7], [-0.4, 0.2, -0.2], [0.0, -0.1, -0.2], [-0.2, -0.3, 0.2], [0.4, 0.5, -0.5], [0.2, 0.4, 0.1], [-0.2, 0.2, 0.0], [-0.3, 0.2, 0.1], [0.0, -1.5, -0.9], [-0.2, 2.0, 0.4], [0.3, -1.5, -0.1], [-0.1, 0.2, 0.0], [-0.3, 0.2, 0.1], [0.4, 0.2, 0.5]],
  "lowdin_charge": [0.327, -0.245, 0.398, -0.325, -0.096, -0.088, -0.093, -0.090, -0.400, 1.051, -0.430, -0.197, -0.203, -0.188, -0.184, -0.227, -0.411, -0.211, -0.193, -0.191, -0.181, -0.279, -0.282, -0.083, -0.071, -0.098, -0.111, -0.367, 0.962, -0.409, -0.209, -0.177, -0.189, -0.201, -0.211, -0.388, -0.210, -0.179, -0.198, -0.171, -0.198, 0.024, 0.029, -0.007, 0.090, 0.097, 0.106, 0.091, 0.108, 0.096, 0.107, 0.100, 0.105, 0.106, 0.109, 0.094, 0.109, 0.094, 0.106, 0.105, 0.096, 0.091, 0.117, 0.095, 0.102, 0.100, 0.084, 0.096, -0.076, 0.097, 0.094, 0.098, 0.101, 0.090, 0.094, 0.067, 0.100, 0.118, 0.099, 0.101, 0.101, 0.109, 0.101, 0.117, 0.070, 0.094, 0.110, 0.084, 0.115, 0.085, 0.104, 0.101, 0.097, 0.105, 0.103, 0.048, -0.266, 0.704, -0.261, -0.241, 0.016, 0.032, 0.034, 0.010, 0.021, 0.029, 0.044, 0.030, -0.010, 0.011, -0.061, -0.241, 0.128, 0.088, 0.096, 0.101],
  "homo_lumo_gap_ha": [0.1770, 0.1770],
  "lumo_ev": [0.083, 0.083],
  "spin_multiplicity": 1
}